(1)
DFT (ωB97M-V/def2-TZVPD) results for a cluster of 2 separate species, C9H9NO4P in total.

Geometry as ORCA input:
```
! wB97M-V def2-TZVPD RIJCOSX def2/J DEFGRID3
* xyz -1 1
C 0.82 -2.82 -0.13
C -0.27 -2.16 0.35
C 1.65 -2.05 -0.98
C -0.62 -0.83 -0.04
C 1.18 -0.83 -1.53
C 0.13 -0.13 -0.93
C 1.43 -1.31 2.55
C -1.71 2.81 0.15
C -0.22 2.63 -0.25
N -2.13 1.50 -1.74
O 1.77 -0.33 2.01
O 1.12 -2.24 3.20
O -2.53 1.84 -0.37
O 0.21 1.73 -2.98
P -0.56 1.36 -1.70
H 1.27 -3.78 0.30
H -0.83 -2.73 1.02
H 2.51 -2.52 -1.52
H -1.52 -0.27 0.35
H 1.87 -0.24 -2.17
H -2.00 3.86 0.17
H -1.71 2.65 1.24
H 0.15 1.91 0.59
H 0.34 3.53 -0.28
*
```

Values from the calculation:
- Frontier orbital gap: 6.4 eV

(2)
DFT (ωB97M-V/def2-TZVPD) results for the molecule C9H9OP.

Geometry as ORCA input:
```
! wB97M-V def2-TZVPD RIJCOSX def2/J DEFGRID3
* xyz 0 1
C 1.67 2.32 0.81
C 2.11 1.52 -0.24
C 0.51 2.08 1.56
C 1.25 0.59 -0.70
C -0.32 1.06 1.19
C 0.06 0.35 -0.02
C -2.23 -2.55 0.29
C -1.09 -1.87 0.50
C -0.51 -0.91 -0.46
O -0.43 0.02 -3.07
P -0.96 -1.03 -2.21
H 2.16 3.19 1.03
H 3.09 1.65 -0.83
H 0.29 2.75 2.33
H 1.41 -0.16 -1.64
H -1.21 0.80 1.74
H -2.57 -3.25 0.98
H -2.73 -2.32 -0.59
H -0.38 -2.14 1.32
H -0.13 -2.11 -1.98
*
```

Values from the calculation:
- Frontier orbital gap (alpha / beta): 7.1 / 7.1 eV

(3)
DFT (ωB97M-V/def2-TZVPD) results for a structure of composition CAg4O3.

Geometry as ORCA input:
```
! wB97M-V def2-TZVPD RIJCOSX def2/J DEFGRID3
* xyz 2 1
Ag -2.77 -0.34 0.81
Ag 0.34 0.50 2.67
Ag -0.78 1.89 -0.12
Ag 2.61 -0.81 0.41
C 0.10 -0.32 -1.00
O 1.12 -0.39 -1.65
O -0.98 -0.31 -1.37
O 0.37 -0.22 0.25
*
```

Values from the calculation:
- Frontier orbital gap: 5.2 eV

(4)
DFT (ωB97M-V/def2-TZVPD) results for a structure of composition CAuF3.

Geometry as ORCA input:
```
! wB97M-V def2-TZVPD RIJCOSX def2/J DEFGRID3
* xyz 1 4
C -0.22 -0.02 -0.04
F -0.92 -1.00 0.56
F -1.11 0.96 -0.29
Au 1.41 -0.19 -1.28
F 0.84 0.25 1.05
*
```

Values from the calculation:
- Frontier orbital gap (alpha / beta): 9.5 / 8.5 eV
- Expectation value of S²: 3.758

(5)
DFT (ωB97M-V/def2-TZVPD) results for a structure of composition CBr2F2N2O2.

Geometry as ORCA input:
```
! wB97M-V def2-TZVPD RIJCOSX def2/J DEFGRID3
* xyz 0 1
C 0.75 0.33 -0.38
N -2.02 0.19 0.62
N 1.93 -0.42 -0.27
O 2.02 -1.44 -0.93
O 2.75 -0.03 0.50
F -2.25 -0.90 1.40
F -3.15 0.57 0.18
Br -0.76 -0.39 -1.25
Br 0.73 2.10 0.13
*
```

Values from the calculation:
- Frontier orbital gap (alpha / beta): 7.2 / 8.7 eV

(6)
DFT (ωB97M-V/def2-TZVPD) results for a cluster of 2 separate species, CBr2N2O in total.

Geometry as ORCA input:
```
! wB97M-V def2-TZVPD RIJCOSX def2/J DEFGRID3
* xyz 0 1
C 1.13 0.53 0.71
N -0.66 -0.03 -0.53
N -1.67 -0.45 -0.27
O -2.70 -0.92 0.01
Br 1.98 -1.01 0.23
Br 1.92 1.90 -0.15
*
```

Values from the calculation:
- Frontier orbital gap: 8.1 eV

(7)
DFT (ωB97M-V/def2-TZVPD) results for the molecule CBr2O.

Geometry as ORCA input:
```
! wB97M-V def2-TZVPD RIJCOSX def2/J DEFGRID3
* xyz 0 1
O -0.32 0.87 -0.01
C 0.09 -0.20 -0.05
Br 2.29 -0.52 0.01
Br -0.75 -1.95 0.01
*
```

Values from the calculation:
- Frontier orbital gap: 9.2 eV
- Structure (SMILES): O=C(Br)Br

(8)
DFT (ωB97M-V/def2-TZVPD) results for a cluster of 2 separate species, CBr2OS in total.

Geometry as ORCA input:
```
! wB97M-V def2-TZVPD RIJCOSX def2/J DEFGRID3
* xyz 0 3
C 1.35 0.60 0.82
O -0.81 -0.68 -0.70
S 0.10 1.47 1.07
Br 2.08 -0.42 -0.50
Br -2.71 -0.97 -0.69
*
```

Values from the calculation:
- Frontier orbital gap (alpha / beta): 6.6 / 7.8 eV
- Expectation value of S²: 2.020

(9)
DFT (ωB97M-V/def2-TZVPD) results for a structure of composition CBr3FO2S.

Geometry as ORCA input:
```
! wB97M-V def2-TZVPD RIJCOSX def2/J DEFGRID3
* xyz 0 1
C -0.04 1.71 -0.76
O -1.51 -1.36 0.13
O 0.37 -1.90 1.60
F 0.63 0.94 0.07
S -0.58 -2.37 0.63
Br -1.62 0.98 -1.55
Br -0.42 3.37 0.27
Br 1.24 2.22 -2.23
*
```

Values from the calculation:
- Frontier orbital gap: 8.9 eV

(10)
DFT (ωB97M-V/def2-TZVPD) results for a structure of composition CBr3P.

Geometry as ORCA input:
```
! wB97M-V def2-TZVPD RIJCOSX def2/J DEFGRID3
* xyz 0 1
C 0.83 1.03 0.14
P -2.50 -0.36 -0.76
Br 2.41 0.81 0.99
Br -0.12 -0.62 -0.35
Br -3.19 0.84 0.94
*
```

Values from the calculation:
- Frontier orbital gap (alpha / beta): 5.3 / 5.3 eV

(11)
DFT (ωB97M-V/def2-TZVPD) results for a cluster of 2 separate species, CBrClF2O in total.

Geometry as ORCA input:
```
! wB97M-V def2-TZVPD RIJCOSX def2/J DEFGRID3
* xyz 0 1
O -1.38 -0.08 1.95
C -1.27 -0.61 0.93
F -1.54 -1.96 0.79
Br -0.82 0.07 -0.66
F 2.75 0.76 -2.09
Cl 2.25 1.81 -0.93
*
```

Values from the calculation:
- Frontier orbital gap: 10.3 eV
- Structure (SMILES): O=C(F)Br.FCl

(12)
DFT (ωB97M-V/def2-TZVPD) results for the molecule CBrClF3N.

Geometry as ORCA input:
```
! wB97M-V def2-TZVPD RIJCOSX def2/J DEFGRID3
* xyz 0 1
F -0.37 -0.14 -1.44
C -0.63 0.07 -0.17
F -1.64 -0.80 0.07
F -1.01 1.32 -0.01
N 0.48 -0.11 0.74
Cl 1.89 1.33 0.03
Br 1.29 -1.67 0.78
*
```

Values from the calculation:
- Frontier orbital gap (alpha / beta): 8.1 / 8.1 eV
- Structure (SMILES): FC(F)(F)N(Cl)Br